(1)
DFT (ωB97M-V with the def2-TZVPD basis set) results for the ion C3H6N3S2 with charge +1 at a distorted geometry.

CARTESIAN COORDINATES (ANGSTROEM)
C: 0.58 0.74 0.15
C: 0.81 -0.76 0.15
C: 0.01 -1.82 0.02
N: -2.25 -0.26 -0.44
N: -0.50 1.40 0.36
N: 1.64 1.48 0.01
S: -2.20 1.11 0.41
S: -1.79 -1.72 0.16
H: 1.87 -0.93 0.03
H: 0.20 -2.88 -0.23
H: -0.41 2.42 0.36
H: 2.49 0.97 0.26
H: 1.47 2.41 -0.11
H: -1.92 -2.14 -1.10

The HOMO-LUMO gap (alpha / beta) is 7.4428 / 7.4421 eV. Its SMILES is NC1=CC=[SH]#[N+]SN1. The multiplicity is 1. The calculation puts the energy above the lowest of the compared OMol25 structures with the same formula, charge and spin at 1.929 eV. The highest occupied orbital energy (alpha / beta) comes out at -0.4441 / -0.4441 Ha. Its charge is +1. Its total energy is -29338.624 eV. The value obtained for the max |F| is 0.0727 Eh/bohr.

Löwdin atomic charge list, values in e, 2 entries: number 1, C, carries -0.383; number 2, C, carries -0.029

(2)
DFT (ωB97M-V with the def2-TZVPD basis set) results for a structure of composition C28H27ClN3OW.

CARTESIAN COORDINATES (ANGSTROEM)
W: -0.01 0.30 -1.24
Cl: -5.69 4.57 -2.09
C: -4.26 3.61 -2.26
C: -4.11 2.79 -3.38
C: -2.98 2.02 -3.54
C: -1.97 2.02 -2.56
O: -0.88 1.28 -2.76
C: -2.13 2.85 -1.43
C: -1.08 3.04 -0.48
N: -0.07 2.24 -0.34
C: 1.08 2.59 0.41
C: 1.18 3.53 1.40
C: 2.43 3.78 2.01
C: 3.55 3.10 1.63
C: 3.47 2.12 0.62
C: 4.57 1.35 0.17
C: 4.39 0.40 -0.79
C: 3.10 0.17 -1.30
N: 2.05 0.88 -0.91
C: 2.23 1.86 0.02
C: -3.28 3.66 -1.31
H: -4.88 2.78 -4.14
H: -2.84 1.41 -4.42
H: -1.15 3.93 0.14
H: 0.32 4.09 1.74
H: 2.49 4.52 2.80
H: 4.51 3.30 2.09
H: 5.55 1.53 0.60
H: 5.20 -0.21 -1.16
H: 2.91 -0.61 -2.02
H: -3.38 4.31 -0.45
C: -2.80 -3.08 -1.35
C: -1.31 -2.88 -1.65
C: -1.14 -1.50 -2.28
C: -0.49 -3.20 -0.40
C: -0.35 -4.54 -0.10
C: 0.25 -4.93 1.09
C: 0.67 -3.97 1.99
C: 0.56 -2.61 1.73
C: 1.03 -1.70 2.87
C: 0.16 -1.95 4.10
C: 1.08 -0.20 2.61
C: 0.02 -2.23 0.49
N: 0.04 -0.92 0.01
H: -3.41 -2.89 -2.23
H: -3.11 -2.39 -0.56
H: -2.99 -4.09 -1.00
H: -1.02 -3.61 -2.41
H: -1.80 -0.79 -1.71
H: -1.53 -1.46 -3.30
H: -0.02 -1.26 -2.45
H: -0.72 -5.29 -0.79
H: 0.38 -5.98 1.32
H: 1.12 -4.29 2.92
H: 2.05 -2.02 3.10
H: -0.88 -1.66 3.90
H: 0.51 -1.35 4.94
H: 0.15 -2.99 4.42
H: 0.11 0.19 2.30
H: 1.81 0.06 1.84
H: 1.36 0.31 3.53

The HOMO-LUMO gap (alpha / beta) is 6.5814 / 6.5822 eV. The multiplicity is 1. The highest occupied orbital energy (alpha / beta) comes out at -0.3869 / -0.3869 Ha. Its charge is +1. Its total energy is -50335.274 eV. The value obtained for the max |F| is 0.0079 Eh/bohr.

Löwdin atomic charge list, values in e, 2 entries: number 1, W, carries 1.472; number 2, Cl, carries 0.701

(3)
DFT (ωB97M-V with the def2-TZVPD basis set) results for a cluster of 2 separate species, C10H24FN3O7PS in total at a distorted geometry.

CARTESIAN COORDINATES (ANGSTROEM)
C: 3.63 1.77 0.18
C: 2.88 1.33 -1.12
O: 3.85 0.65 -1.95
C: 1.72 0.29 -0.88
C: 0.67 0.70 0.20
O: 1.21 0.37 1.48
N: -0.56 -0.13 0.06
C: -1.68 0.20 0.99
C: -1.65 1.60 1.69
C: -3.03 2.36 1.46
F: -1.63 1.35 3.08
N: -0.51 2.47 1.42
C: 0.21 2.19 0.16
P: -0.89 2.63 -1.33
N: -0.56 4.31 -1.78
O: -0.42 1.75 -2.71
H: 4.59 2.28 -0.11
H: 3.08 2.49 0.82
H: 3.93 0.91 0.83
H: 2.54 2.20 -1.73
H: 4.47 0.26 -1.31
H: 1.21 0.09 -1.86
H: 2.21 -0.68 -0.61
H: 1.66 -0.48 1.39
H: -0.29 -1.11 0.24
H: -0.89 -0.14 -0.92
H: -1.69 -0.58 1.79
H: -2.63 0.04 0.42
H: -2.89 3.39 1.08
H: -3.73 1.79 0.80
H: -3.55 2.46 2.45
H: -0.82 3.44 1.34
H: 1.11 2.86 0.15
H: -0.62 4.91 -0.97
H: 0.34 4.39 -2.25
H: 0.39 2.11 -3.11
C: -1.76 -5.71 0.53
C: -0.62 -5.86 -0.46
O: -0.45 -4.55 -1.02
S: -0.82 -3.45 0.09
O: 0.39 -2.99 0.70
O: -1.78 -2.55 -0.47
O: -1.57 -4.43 1.13
H: -2.73 -5.71 0.02
H: -1.76 -6.49 1.29
H: -0.83 -6.59 -1.23
H: 0.31 -6.13 0.05

The HOMO-LUMO gap is 9.4954 eV. The multiplicity is 1. The highest occupied orbital energy comes out at -0.4326 Ha. Its charge is +1. Its total energy is -52396.479 eV. The value obtained for the max |F| is 0.0467 Eh/bohr.

Löwdin atomic charge list, values in e, 2 entries: number 1, C, carries -0.041; number 2, C, carries -0.387

(4)
DFT (ωB97M-V with the def2-TZVPD basis set) results for a cluster of 3 separate species, C10H20NO6S in total.

CARTESIAN COORDINATES (ANGSTROEM)
S: -0.01 -4.36 -2.67
C: -1.11 -2.98 -2.45
C: -2.36 -2.92 -3.38
C: -2.77 -1.51 -3.11
N: -1.74 -0.81 -2.81
C: -0.51 -1.62 -2.82
H: -0.96 -5.30 -2.60
H: -1.48 -2.85 -1.44
H: -3.11 -3.69 -3.29
H: -1.97 -2.88 -4.41
H: -3.78 -1.12 -3.10
H: -1.80 0.17 -2.54
H: 0.24 -1.21 -2.16
H: -0.09 -1.60 -3.82
C: -1.05 -0.15 1.17
O: -1.13 1.14 1.77
C: -1.18 2.12 0.87
O: -1.28 1.96 -0.33
O: -1.11 3.28 1.50
C: -1.14 4.43 0.65
H: -1.07 -0.89 1.97
H: -1.91 -0.29 0.52
H: -0.12 -0.24 0.61
H: -2.07 4.47 0.09
H: -0.29 4.43 -0.03
H: -1.07 5.29 1.32
C: 3.61 -1.39 3.51
O: 3.75 0.03 3.40
C: 2.91 0.60 2.54
O: 2.08 0.04 1.88
O: 3.15 1.91 2.54
C: 2.30 2.64 1.66
H: 4.35 -1.70 4.23
H: 2.61 -1.65 3.86
H: 3.80 -1.87 2.55
H: 1.26 2.52 1.95
H: 2.45 2.31 0.63
H: 2.59 3.69 1.74

The HOMO-LUMO gap is 8.5174 eV. The multiplicity is 1. The highest occupied orbital energy comes out at -0.4792 Ha. Its charge is +1. Its total energy is -35297.891 eV. The value obtained for the max |F| is 0.0154 Eh/bohr.

Löwdin atomic charge list, values in e, 2 entries: number 1, S, carries 0.832; number 2, C, carries -0.674

(5)
DFT (ωB97M-V with the def2-TZVPD basis set) results for a structure of composition C14H35N2NbO3 at a distorted geometry.

CARTESIAN COORDINATES (ANGSTROEM)
C: 1.02 -0.73 -0.11
N: 0.02 -1.57 0.52
C: 0.10 -2.92 0.23
Nb: 1.23 -3.97 1.98
O: 2.62 -4.82 0.73
C: 3.88 -5.14 1.33
C: 4.88 -4.01 1.20
C: 5.88 -3.99 2.35
O: 5.57 -4.25 -0.03
H: 2.00 -1.17 0.00
H: 1.02 0.21 0.43
H: 0.77 -0.49 -1.14
H: -0.92 -1.20 0.43
H: -0.88 -3.37 0.26
H: 0.62 -3.19 -0.69
H: 0.08 -5.37 1.72
H: 1.87 -4.86 3.44
H: 2.33 -2.51 2.24
H: 0.05 -3.25 3.14
H: 3.77 -5.47 2.36
H: 4.29 -5.98 0.78
H: 4.36 -3.07 1.11
H: 6.09 -2.97 2.65
H: 5.52 -4.52 3.21
H: 6.81 -4.46 2.04
H: 6.34 -3.67 -0.07
C: -4.10 3.63 0.06
C: -2.62 3.22 0.24
C: -1.69 4.38 -0.13
C: -1.58 4.63 -1.63
C: -1.23 3.35 -2.38
C: -2.18 2.20 -2.06
N: -2.31 2.01 -0.59
O: -1.30 1.42 -0.13
C: -3.55 2.47 -2.72
C: -1.68 0.92 -2.72
C: -2.46 2.91 1.73
H: -4.71 2.79 -0.28
H: -4.54 3.96 1.00
H: -4.23 4.45 -0.64
H: -0.69 4.17 0.26
H: -2.03 5.28 0.38
H: -2.51 5.06 -2.01
H: -0.81 5.39 -1.81
H: -1.23 3.53 -3.45
H: -0.20 3.06 -2.12
H: -4.27 1.70 -2.45
H: -3.44 2.45 -3.80
H: -3.97 3.44 -2.47
H: -0.67 0.66 -2.42
H: -1.67 1.04 -3.81
H: -2.33 0.07 -2.49
H: -3.09 2.07 2.03
H: -2.76 3.79 2.31
H: -1.43 2.69 2.00

The HOMO-LUMO gap is 2.9968 eV. The multiplicity is 1. The calculation puts the energy above the lowest of the compared OMol25 structures with the same formula, charge and spin at 0.000 eV. The highest occupied orbital energy comes out at -0.2395 Ha. Its charge is 0. Its total energy is -25746.736 eV. The value obtained for the max |F| is 0.0747 Eh/bohr.

Löwdin atomic charge list, values in e, 2 entries: number 1, C, carries -0.116; number 2, N, carries -0.134

Which value of multiplicity does entry 4 give?
1

Please write out number 4 again, unchanged.
DFT (ωB97M-V with the def2-TZVPD basis set) results for a cluster of 3 separate species, C10H20NO6S in total.

CARTESIAN COORDINATES (ANGSTROEM)
S: -0.01 -4.36 -2.67
C: -1.11 -2.98 -2.45
C: -2.36 -2.92 -3.38
C: -2.77 -1.51 -3.11
N: -1.74 -0.81 -2.81
C: -0.51 -1.62 -2.82
H: -0.96 -5.30 -2.60
H: -1.48 -2.85 -1.44
H: -3.11 -3.69 -3.29
H: -1.97 -2.88 -4.41
H: -3.78 -1.12 -3.10
H: -1.80 0.17 -2.54
H: 0.24 -1.21 -2.16
H: -0.09 -1.60 -3.82
C: -1.05 -0.15 1.17
O: -1.13 1.14 1.77
C: -1.18 2.12 0.87
O: -1.28 1.96 -0.33
O: -1.11 3.28 1.50
C: -1.14 4.43 0.65
H: -1.07 -0.89 1.97
H: -1.91 -0.29 0.52
H: -0.12 -0.24 0.61
H: -2.07 4.47 0.09
H: -0.29 4.43 -0.03
H: -1.07 5.29 1.32
C: 3.61 -1.39 3.51
O: 3.75 0.03 3.40
C: 2.91 0.60 2.54
O: 2.08 0.04 1.88
O: 3.15 1.91 2.54
C: 2.30 2.64 1.66
H: 4.35 -1.70 4.23
H: 2.61 -1.65 3.86
H: 3.80 -1.87 2.55
H: 1.26 2.52 1.95
H: 2.45 2.31 0.63
H: 2.59 3.69 1.74

The HOMO-LUMO gap is 8.5174 eV. The multiplicity is 1. The highest occupied orbital energy comes out at -0.4792 Ha. Its charge is +1. Its total energy is -35297.891 eV. The value obtained for the max |F| is 0.0154 Eh/bohr.

Löwdin atomic charge list, values in e, 2 entries: number 1, S, carries 0.832; number 2, C, carries -0.674